#1
Molecular formula: C3H12N2OS
Method: DFT, the ωB97M-V functional and the def2-TZVPD basis

Atoms and positions in Å:
N (-2.5445, 1.0458, -0.2074)
C (-2.3271, -0.1963, -0.9075)
N (-1.0259, -0.8398, -0.6357)
C (0.2271, -0.0331, -0.5760)
C (1.4363, -0.8583, -0.0384)
S (3.0696, -0.0749, -0.3137)
H (-2.1914, 1.8934, -0.7475)
H (-3.5370, 1.2246, 0.1212)
H (-2.4576, 0.0470, -1.9819)
H (-3.1572, -0.8466, -0.6602)
H (-1.2090, -1.5036, 0.1057)
H (0.1726, 0.8525, 0.0182)
H (0.5000, 0.3560, -1.4698)
H (1.4276, -1.7849, -0.5922)
H (1.2764, -1.1030, 1.0015)
H (3.1930, 0.5703, 0.8246)
O (-1.4180, 0.5610, 2.4167)
H (-1.8898, 0.6610, 1.5636)
H (-0.9224, 1.4278, 2.5349)

Computed properties:
- Orbital gap: 0.3603 Eh
- SMILES string: NCNCCS.O
- HOMO energy: -9.059 eV

natural (NBO) population analysis, charges in e, atoms 1 to 2:
1 N -0.901
2 C -0.049

#2
Molecular formula: C3H12N2OS
Method: DFT, the ωB97M-V functional and the def2-TZVPD basis

Atoms and positions in Å:
N (-0.3825, -1.9876, -1.7066)
C (-0.2280, -0.8225, -0.7695)
C (0.9350, -0.9384, 0.1205)
N (2.1391, -1.1027, -0.7956)
C (1.2326, 0.1977, 1.0663)
S (2.7344, 0.3968, 2.1370)
H (-0.7269, -2.8108, -1.3094)
H (-1.0469, -1.7189, -2.4210)
H (0.1616, -0.0857, -1.5184)
H (-1.1610, -0.6216, -0.2937)
H (0.9202, -1.9419, 0.6874)
H (3.0652, -0.8235, -0.4164)
H (2.4548, -2.0629, -1.0341)
H (1.3664, 1.1179, 0.4585)
H (0.3915, 0.1342, 1.8093)
H (2.3133, 1.2866, 3.1648)
O (-4.3880, 3.9217, 0.4168)
H (-4.9350, 3.1316, 0.4638)
H (-4.8458, 4.7297, -0.0596)

Computed properties:
- Orbital gap: 0.3587 Eh
- SMILES string: NC[C@@H](N)CS.O
- HOMO energy: -9.008 eV

natural (NBO) population analysis, charges in e, atoms 1 to 2:
1 N -0.829
2 C -0.246

The structure shown above that is least stable: #2.